1.
17
Properties=species:S:1:pos:R:3 method="wB97M-V/def2-TZVPD" largest_force_ev_per_a=0.77 e_lumo_ev=7.01 total_charge=-2 e_homo_ev=1.84 e_tot_ev=-18141.85561
P -1.258 0.867 0.154
O -1.630 -1.876 0.524
O -1.281 -1.274 -1.617
N 1.591 0.265 0.429
C 1.713 -1.168 0.142
C 0.610 0.960 -0.430
C -1.462 -1.024 -0.398
H -1.674 1.361 -1.194
H -0.780 0.429 1.512
H 1.895 -1.295 -0.937
H 0.655 0.524 -1.442
H 2.573 -1.594 0.688
H 0.866 2.035 -0.478
H -1.154 2.325 0.621
H 0.818 -1.756 0.384
H 1.181 0.330 1.366
H -2.662 0.890 0.676

***

2.
17
Properties=species:S:1:pos:R:3 method="wB97M-V/def2-TZVPD" de_lowest_kj_mol=329.7 largest_force_ev_per_a=6.94 e_lumo_ev=0.69 e_homo_ev=-9.07 e_tot_ev=-18146.47685 smiles="CC[C@H](N)[P@H](=O)O"
P 1.400 0.603 1.339
O 0.342 1.038 2.449
O 2.426 -0.404 1.808
N 1.771 -0.330 -1.084
C 0.679 0.177 -0.292
C -0.861 -0.819 -0.184
C -1.937 -0.013 -0.859
H 0.518 0.374 3.250
H -2.914 -0.289 -0.550
H -0.886 -1.711 -0.598
H 1.908 1.974 1.149
H -1.823 -0.198 -1.884
H 0.171 1.113 -0.612
H 1.756 -0.951 -1.855
H -1.978 1.055 -0.503
H 2.461 -0.665 -0.458
H -0.995 -0.966 0.909

***

3.
18
Properties=species:S:1:pos:R:3 method="wB97M-V/def2-TZVPD" de_lowest_kj_mol=194.1 largest_force_ev_per_a=6.82 e_lumo_ev=0.52 e_homo_ev=-9.00 e_tot_ev=-28981.62572
S -2.082 -0.658 -0.413
P 0.665 0.226 0.309
O 1.077 -1.118 0.386
O -1.318 -0.937 -1.604
N -1.131 0.266 0.648
C 0.766 1.295 -1.286
C -2.073 -2.237 0.603
C 1.101 1.323 1.798
H 2.115 1.134 2.109
H -1.460 1.156 0.659
H 0.288 0.849 2.470
H 0.922 2.308 -1.007
H 0.760 2.312 1.737
H -2.968 -2.793 0.227
H -2.027 -1.817 1.656
H 1.382 0.969 -2.169
H -0.217 1.277 -1.648
H -1.220 -2.920 0.473

***

4.
18
Properties=species:S:1:pos:R:3 method="wB97M-V/def2-TZVPD" de_lowest_kj_mol=71.5 largest_force_ev_per_a=2.83 e_lumo_ev=3.41 total_charge=-1 e_homo_ev=-2.53 e_tot_ev=-30529.76464
S -1.385 0.816 -1.481
S -0.731 -1.084 -1.972
O 2.297 -0.319 1.537
O -0.073 -3.026 1.053
N 0.219 1.573 2.308
C -0.552 1.678 0.002
C 0.164 0.784 1.020
C 1.594 0.406 0.543
H 0.392 0.948 3.085
H 0.191 2.380 -0.410
H 0.697 -2.673 0.587
H -0.739 -2.328 0.919
H -1.287 2.189 0.649
H 1.030 2.168 2.193
H 2.129 1.336 0.444
H -0.519 -0.051 1.126
H 1.419 -0.212 -0.325
H 1.820 -1.082 1.867

***

5.
18
Properties=species:S:1:pos:R:3 method="wB97M-V/def2-TZVPD" de_lowest_kj_mol=143.7 largest_force_ev_per_a=3.22 e_lumo_ev=3.75 total_charge=-1 e_homo_ev=-3.43 e_tot_ev=-21742.04234
S 1.487 -1.677 -2.019
O 0.913 1.189 1.955
O 2.400 -0.686 0.987
O -3.074 0.788 1.200
N -1.097 0.327 0.258
C -2.206 1.067 0.360
C -0.205 -1.007 -1.481
C -0.137 0.360 -0.839
H -0.728 -1.638 -0.816
H -0.959 -0.495 0.831
H -0.505 1.079 -1.537
H 1.723 0.739 1.615
H 2.816 -0.685 0.086
H 1.783 -1.440 0.844
H -0.882 -0.966 -2.411
H -2.505 1.856 -0.366
H 0.895 0.662 -0.519
H 0.280 0.526 1.852

***

6.
18
Properties=species:S:1:pos:R:3 method="wB97M-V/def2-TZVPD" de_lowest_kj_mol=30.1 largest_force_ev_per_a=2.21 e_lumo_ev=-3.13 total_charge=+1 e_homo_ev=-13.50 e_tot_ev=-21734.97606
S -0.338 1.603 2.224
O 2.010 -1.872 0.596
O -0.142 0.658 -2.482
O -1.730 -0.788 -1.743
N -0.405 -0.963 0.586
C -0.177 0.308 -0.179
C -0.774 1.587 0.415
C -0.842 -0.015 -1.562
H -0.550 0.696 -3.355
H 2.673 -1.957 1.273
H -0.424 2.467 -0.124
H 2.250 -2.463 -0.113
H 0.889 0.357 -0.393
H -0.275 -0.765 1.583
H -1.842 1.525 0.273
H 0.607 2.568 2.146
H -1.349 -1.318 0.453
H 0.420 -1.628 0.402

***

7.
18
Properties=species:S:1:pos:R:3 method="wB97M-V/def2-TZVPD" de_lowest_kj_mol=26.1 largest_force_ev_per_a=1.09 e_lumo_ev=-3.22 total_charge=+1 e_homo_ev=-13.14 e_tot_ev=-21735.01754
S -1.408 0.363 2.276
O 0.962 -0.700 -2.049
O 2.546 1.695 -0.596
O -0.504 -2.165 -1.158
N -0.121 1.394 -0.584
C -0.531 -0.007 -0.283
C 0.085 -0.984 -1.288
C -0.226 -0.400 1.158
H -0.207 1.574 -1.577
H 0.007 -2.850 -1.614
H 3.295 1.089 -0.585
H -1.819 -0.659 3.035
H -0.778 2.013 -0.116
H -0.389 -1.449 1.203
H -1.604 -0.110 -0.461
H 2.887 2.508 -0.981
H 0.815 -0.279 1.458
H 0.879 1.543 -0.286

***

8.
18
Properties=species:S:1:pos:R:3 method="wB97M-V/def2-TZVPD" de_lowest_kj_mol=751.1 largest_force_ev_per_a=7.23 e_lumo_ev=0.28 total_charge=-1 e_homo_ev=-4.41 e_tot_ev=-12948.52843
O -0.795 -0.829 2.971
O -1.051 2.477 0.350
O 0.356 1.030 1.616
O 0.378 -1.945 0.566
N 1.122 -0.141 -1.194
C -0.408 1.272 0.409
C 0.585 1.178 -0.809
C 0.260 -0.798 -2.134
H 0.517 -1.891 -2.284
H 0.183 -0.306 -3.105
H 0.689 -1.207 -0.094
H -0.800 -0.889 -1.825
H -1.145 0.367 0.321
H -0.208 0.422 2.219
H 0.077 -1.476 1.372
H 1.403 1.860 -0.518
H 0.043 1.563 -1.677
H -1.206 -0.689 3.815